Entry 1:
Computed, not measured: 5 unconnected molecules or ions with the total composition C45H88F3N8O7S2 at a distorted geometry, with wB97M-V/def2-TZVPD.

Values from the calculation:
Maximum force   6.4 eV/Å
⟨S²⟩   6.02
Net charge   +1
2S+1   5
Highest occupied orbital energy (spin up / spin down)   -10.10 / -10.74 eV
Frontier orbital gap (spin up / spin down)   7.05 / 7.70 eV
ΔE to the lowest compared entry with this formula, charge and spin   327.4 kJ/mol

Each line ends with the Löwdin spin population.
Atoms and positions in Å:
O 3.86818 1.62291 -0.28316  0.000
S 4.87771 1.49416 -1.40981  0.000
O 4.15651 0.77782 -2.53177  0.000
O 6.16205 0.56861 -0.84906  0.000
C 5.60854 3.10904 -1.91683  0.000
C 4.57043 4.08816 -2.62213  0.000
C 3.30565 4.46963 -1.69023  0.000
C 2.02111 3.81874 -2.37817  0.000
N 0.73328 4.09134 -1.67634  0.000
C 0.63378 5.19197 -0.76215  0.000
N -0.67726 5.24753 -0.17786  0.000
C -1.28311 4.10739 -0.83988  0.000
N -2.55242 3.80186 -0.53199  0.000
S -3.51143 2.50135 -1.10886  0.000
N -0.46310 3.41035 -1.76668  0.000
C -0.60875 2.25991 -2.68442  0.000
C -0.24708 0.89110 -1.86717  0.000
C -1.24259 -0.32007 -2.15076  0.000
F -1.88614 -0.27748 -3.39231  0.000
F -2.16575 -0.54242 -1.08464  0.000
F -0.43929 -1.50123 -2.16561  0.000
H 5.78027 -0.32989 -0.68037  0.000
H 6.45675 2.87273 -2.65658  0.000
H 6.07183 3.59685 -0.98455  0.000
H 5.14543 5.04650 -2.88029  0.000
H 4.13709 3.69663 -3.59813  0.000
H 3.44562 4.07864 -0.62321  0.000
H 3.20586 5.61039 -1.73040  0.000
H 2.17596 2.67559 -2.32188  0.000
H 1.94160 4.04439 -3.50389  -0.001
H 1.40167 5.96683 -0.47335  0.000
H -3.00927 4.43421 0.15099  0.000
H -4.39654 2.94301 -2.10813  0.000
H 0.13208 2.27607 -3.56385  0.000
H -1.64265 2.20199 -3.18060  0.000
H -0.11168 1.12288 -0.75542  0.000
H 0.78862 0.54290 -2.23001  0.000
C -2.83033 -3.52029 1.26035  0.003
C -4.16549 -3.36963 0.48278  0.023
C -4.72605 -1.93178 0.59971  0.013
C -5.38446 -1.61253 1.93487  0.001
C -6.40892 -2.68008 2.30671  0.013
C -5.80661 -4.09853 2.28132  0.024
N -5.11968 -4.40062 0.98754  0.323
O -6.07243 -4.58516 0.04489  0.593
C -4.82921 -4.24337 3.47329  0.001
C -6.91914 -5.12517 2.60435  -0.001
C -3.75614 -3.57000 -1.00268  -0.001
H -2.75405 -4.49564 1.74852  0.002
H -1.95634 -3.47334 0.60324  0.000
H -2.69409 -2.74395 2.01416  0.000
H -5.47405 -1.76928 -0.18642  0.002
H -3.92912 -1.20409 0.41006  0.001
H -4.62901 -1.51234 2.72063  0.000
H -5.88157 -0.63906 1.87028  0.001
H -6.81441 -2.45872 3.29946  0.001
H -7.25576 -2.61614 1.61455  0.003
H -4.35003 -5.22788 3.46979  0.001
H -5.36259 -4.14418 4.42363  0.000
H -4.04958 -3.48522 3.50557  0.000
H -7.75579 -5.07775 1.90308  -0.001
H -7.33856 -4.94067 3.59772  0.000
H -6.52499 -6.14521 2.59912  0.000
H -3.37039 -4.57928 -1.17982  0.000
H -2.97335 -2.86206 -1.28234  0.000
H -4.58407 -3.39232 -1.69399  -0.001
C -0.26452 -7.80556 3.91787  0.002
C -0.22698 -6.87759 5.16367  0.023
C -1.03213 -5.57958 4.92116  0.013
C -0.33030 -4.55317 4.04454  0.001
C 1.08727 -4.28713 4.54159  0.013
C 1.90652 -5.58399 4.68351  0.024
N 1.20204 -6.61274 5.50751  0.324
O 1.25477 -6.21652 6.80014  0.592
C 2.22025 -6.12885 3.26900  0.001
C 3.30433 -5.23866 5.25190  -0.001
C -0.98905 -7.67879 6.25125  -0.001
H 0.69219 -8.31009 3.76050  0.002
H -0.98989 -8.61684 4.02645  0.000
H -0.52923 -7.27131 3.00370  0.000
H -1.24837 -5.10131 5.88467  0.002
H -2.00713 -5.82253 4.48174  0.001
H -0.31601 -4.88458 3.00146  0.000
H -0.89890 -3.61772 4.05377  0.001
H 1.58662 -3.59722 3.85251  0.001
H 1.03391 -3.76491 5.50373  0.003
H 2.77105 -7.07305 3.32602  0.001
H 2.84315 -5.42144 2.71267  0.000
H 1.34253 -6.28392 2.64625  0.000
H 3.25519 -4.73727 6.22168  -0.001
H 3.83766 -4.55937 4.58010  0.000
H 3.91607 -6.13828 5.36188  0.000
H -0.46780 -8.60792 6.50323  0.000
H -1.98858 -7.94328 5.89811  0.000
H -1.13412 -7.10519 7.17028  -0.001
C 0.46350 2.29330 4.96449  0.002
C -0.95480 1.74101 5.27783  0.023
C -0.89339 0.26694 5.74335  0.013
C -0.66787 -0.74020 4.62574  0.001
C -1.65236 -0.52013 3.48364  0.013
C -1.63034 0.92877 2.96671  0.024
N -1.80885 1.92658 4.06466  0.322
O -3.10436 1.88819 4.45344  0.594
C -0.29735 1.16607 2.21625  0.001
C -2.69742 1.08386 1.85513  -0.001
C -1.42098 2.57586 6.49907  -0.001
H 0.45546 2.96109 4.09874  0.002
H 0.86059 2.90380 5.78024  0.000
H 1.19261 1.50134 4.78473  0.000
H -1.83448 0.00494 6.24222  0.002
H -0.10959 0.14716 6.50035  0.001
H 0.36266 -0.68409 4.26089  0.000
H -0.79199 -1.75352 5.01880  0.001
H -1.41912 -1.21508 2.67013  0.001
H -2.65878 -0.78532 3.82694  0.003
H -0.22513 2.20114 1.86237  0.001
H -0.22856 0.51495 1.33830  0.000
H 0.59050 0.94466 2.80290  0.000
H -3.70673 0.84210 2.19780  -0.001
H -2.49086 0.41274 1.01692  0.000
H -2.70565 2.10405 1.46202  0.000
H -1.51708 3.63683 6.24607  0.000
H -0.69878 2.49241 7.31439  0.000
H -2.37576 2.23044 6.90335  -0.001
C 5.41824 3.99282 -8.57554  0.002
C 4.10041 3.84680 -7.76548  0.025
C 2.93051 3.39839 -8.67260  0.015
C 2.35355 4.49686 -9.55358  0.001
C 2.02329 5.73890 -8.73104  0.015
C 3.22994 6.23043 -7.90859  0.026
N 3.82887 5.14316 -7.07450  0.353
O 2.98806 4.89917 -6.04374  0.555
C 4.28000 6.82623 -8.87721  0.001
C 2.79804 7.44861 -7.05640  -0.001
C 4.38652 2.67274 -6.79255  -0.001
H 6.01177 4.84419 -8.23254  0.002
H 6.07813 3.12926 -8.45358  0.000
H 5.24282 4.10183 -9.64660  0.000
H 2.11594 3.01058 -8.04811  0.002
H 3.24949 2.56091 -9.30390  0.001
H 3.04689 4.74433 -10.36282  0.000
H 1.44350 4.13244 -10.03996  0.001
H 1.67480 6.53139 -9.40108  0.001
H 1.18029 5.51234 -8.06854  0.003
H 5.17244 7.15425 -8.33466  0.001
H 3.87427 7.70033 -9.39515  0.000
H 4.59228 6.14852 -9.66762  0.000
H 1.97104 7.22018 -6.37918  -0.001
H 2.45501 8.26592 -7.69691  0.000
H 3.63397 7.82723 -6.46131  0.000
H 5.19155 2.91985 -6.09193  0.000
H 4.69137 1.78371 -7.34869  0.000
H 3.50465 2.38133 -6.21537  -0.001


Entry 2:
Computed, not measured: a molecular structure, C47H29Cl2F4N8O3SiTi, with wB97M-V/def2-TZVPD.

Values from the calculation:
Maximum force   0.6 eV/Å
Net charge   -1
2S+1   1
Highest occupied orbital energy   -3.65 eV
Frontier orbital gap   3.90 eV
ΔE to the lowest compared entry with this formula, charge and spin   0.0 kJ/mol

Each line ends with the Mulliken charge.
Atoms and positions in Å:
Ti -0.67152 0.67679 0.48862  -0.907
Cl -4.78226 5.25444 -3.69039  -0.240
C -3.70469 4.11759 -2.93062  -0.020
C -2.98216 3.21877 -3.71873  -0.688
C -2.12981 2.31419 -3.12992  -0.891
C -1.97310 2.28010 -1.73511  -0.046
O -1.16984 1.40443 -1.19403  0.651
C -2.69950 3.19484 -0.94963  0.633
C -2.53584 3.26920 0.48231  -0.055
N -1.78127 2.52646 1.20182  1.515
C -1.63326 2.80316 2.58148  -0.187
C -2.09823 3.92044 3.23182  -0.729
C -1.89753 4.10350 4.61183  -1.094
C -1.21535 3.17864 5.34769  -0.831
C -0.68934 2.03214 4.71409  1.171
C 0.04658 1.04215 5.41273  -0.972
C 0.53466 -0.03324 4.74169  -1.593
C 0.30481 -0.13313 3.35355  0.062
N -0.36707 0.76903 2.68546  1.285
C -0.88892 1.85048 3.33306  0.102
C -3.56426 4.11006 -1.56663  -1.221
H -3.10096 3.23939 -4.79369  0.445
H -1.56337 1.60786 -3.72311  0.513
H -3.11231 4.06647 0.95075  0.003
H -2.61930 4.70076 2.69495  0.391
H -2.28806 4.99559 5.08323  0.416
H -1.05741 3.31496 6.41009  0.435
H 0.20473 1.15943 6.47803  0.418
H 1.08793 -0.81858 5.23599  0.544
H 0.64250 -1.00250 2.80430  0.446
H -4.11864 4.81677 -0.96099  0.475
Cl -6.67840 -3.82568 0.69349  -0.249
C -5.37668 -2.67558 0.81727  0.031
C -5.46161 -1.65426 1.76445  -0.833
C -4.44029 -0.74077 1.89644  -0.858
C -3.31027 -0.82272 1.07118  -0.696
O -2.31794 0.02188 1.21967  0.839
C -3.24957 -1.84109 0.11205  0.719
C -2.10765 -1.93964 -0.75232  -0.554
N -1.11575 -1.12186 -0.76961  1.106
C -0.10085 -1.37524 -1.71488  -0.209
C -0.24595 -1.85799 -2.98325  -0.042
C 0.89891 -2.08428 -3.78143  -1.392
C 2.15632 -1.85940 -3.30047  -0.871
C 2.32918 -1.34610 -1.98996  1.666
C 3.57635 -1.12767 -1.37013  -1.438
C 3.60947 -0.62925 -0.09509  -2.090
C 2.41155 -0.27346 0.54006  -0.465
N 1.22954 -0.47392 -0.00293  1.714
C 1.18335 -1.06892 -1.22984  -0.668
C -4.27891 -2.78511 0.00026  -1.286
H -6.33313 -1.59670 2.40313  0.430
H -4.48325 0.04223 2.64264  0.530
H -2.09628 -2.79641 -1.42637  0.499
H -1.22863 -2.07913 -3.38101  0.660
H 0.77228 -2.49452 -4.77417  0.428
H 3.03254 -2.10065 -3.89057  0.605
H 4.49506 -1.36812 -1.89109  1.118
H 4.55169 -0.48852 0.41589  0.594
H 2.42173 0.22720 1.49938  0.608
H -4.17692 -3.60650 -0.69883  0.469
F 2.38977 -3.83254 1.58954  -0.504
C 2.45721 -4.09497 0.26571  0.635
C 3.70314 -4.02764 -0.32075  0.569
F 4.73210 -3.69627 0.48404  -0.458
C 3.93061 -4.24887 -1.68352  0.678
C 2.77585 -4.65679 -2.35762  -0.128
C 1.52625 -4.70040 -1.77121  0.489
F 0.47914 -4.96413 -2.58155  -0.484
C 1.28788 -4.38869 -0.43616  0.673
C -0.04586 -4.30935 0.16920  -0.399
C -0.25466 -3.46532 1.26375  0.029
N -0.42035 -2.76640 2.17735  -0.690
C -1.20688 -4.85874 -0.40107  0.340
N -2.20006 -5.28927 -0.82173  -0.829
F 2.82332 -4.87381 -3.68603  -0.471
C 5.20230 -3.97352 -2.33546  0.216
C 6.12641 -3.07593 -1.76422  0.034
N 6.89303 -2.33708 -1.30209  -0.765
C 5.49644 -4.36119 -3.66320  0.225
N 5.78925 -4.65266 -4.74545  -0.757
C 1.76001 2.95125 -1.83217  -0.828
Si 1.50248 3.21041 -0.00080  0.663
C 3.15656 3.33002 0.86368  -1.201
C 0.53884 4.79568 0.27918  -1.060
O 0.71101 1.93556 0.64510  -0.054
H 2.41371 3.71986 -2.25372  0.519
H 0.81385 2.97586 -2.37729  0.105
H 2.22931 1.97973 -2.01512  0.169
H 3.72635 4.20671 0.54608  0.419
H 3.76187 2.44690 0.64503  0.260
H 3.02061 3.38913 1.94695  0.289
H 1.15828 5.66240 0.03200  0.495
H 0.22895 4.89474 1.32324  0.220
H -0.34980 4.83730 -0.35630  0.208


Entry 3:
Computed, not measured: a molecular structure, C17H32MnNP at a distorted geometry, with wB97M-V/def2-TZVPD.

Values from the calculation:
Maximum force   2.6 eV/Å
⟨S²⟩   8.77
Net charge   0
2S+1   6
Highest occupied orbital energy (spin up / spin down)   -5.89 / -7.56 eV
Frontier orbital gap (spin up / spin down)   6.43 / 7.81 eV

Each line ends with the Löwdin spin population.
Atoms and positions in Å:
C 1.53452 3.62687 0.88243  0.012
C 0.20700 3.21786 0.99806  0.000
C -0.16230 1.87949 0.75725  0.023
C 0.83599 0.92552 0.53546  0.061
C 2.13697 1.36662 0.26076  0.025
C 2.50219 2.70171 0.48221  0.000
C -1.62771 1.56870 0.70038  0.007
C -2.36723 2.41449 -0.37261  0.001
N -1.92356 2.16681 -1.72220  0.000
Mn 0.69034 -1.11347 0.99971  4.422
C 3.13580 0.38707 -0.31240  0.015
P 2.21534 -1.17787 -0.67859  0.097
H -0.56755 3.93937 1.27529  0.000
H 3.53986 3.00491 0.32701  0.001
H 1.80735 4.66483 1.07991  0.001
H 3.95685 0.15216 0.38501  0.001
H 3.58556 0.74706 -1.25245  0.002
H -1.80983 0.50640 0.49158  0.004
H -2.09982 1.80975 1.66663  0.001
H -3.43816 2.14815 -0.32883  0.000
C 3.44390 -2.45881 -0.98751  0.015
C 1.47530 -0.80173 -2.29890  0.026
H -2.24635 3.48701 -0.14415  0.000
C -1.07153 3.10998 -2.38667  0.000
C -2.74339 1.34319 -2.57182  0.000
H 1.39894 -2.42564 1.98409  0.053
H -1.62503 4.00727 -2.72391  0.000
H -0.25687 3.43163 -1.72122  0.000
H -0.64623 2.62775 -3.27922  0.000
H -3.57122 1.91527 -3.03516  0.000
H -2.12624 0.92549 -3.38191  0.000
H -3.18178 0.52695 -1.97711  0.000
H 2.25297 -0.47595 -3.00337  0.004
H 0.99104 -1.71187 -2.67459  0.002
H 0.71477 -0.01409 -2.20646  0.001
H 4.40473 -2.01759 -1.28723  0.003
H 3.58217 -3.05160 -0.07397  0.002
H 3.07541 -3.11851 -1.78555  0.000
H 1.74234 -2.54347 1.32124  0.055
C -2.14683 -2.91589 0.80320  0.020
C -1.55642 -2.74672 2.20689  0.027
C -0.77774 -3.99828 2.62429  0.004
C -0.71533 -1.46458 2.36377  0.068
H -1.36674 -3.11708 0.05340  0.012
H -2.69800 -2.01927 0.48779  0.001
H -2.84834 -3.75980 0.79043  0.002
H -2.41369 -2.66549 2.89888  0.002
H 0.06589 -4.19759 1.95045  0.003
H -0.37826 -3.88894 3.64121  0.000
H -1.42814 -4.88161 2.61302  0.000
H -1.34084 -0.56354 2.31410  0.019
H -0.16010 -1.47290 3.31135  0.010


Entry 4:
Computed, not measured: a molecular structure, C28H24O8P2ReSi, with wB97M-V/def2-TZVPD.

Values from the calculation:
Maximum force   0.8 eV/Å
⟨S²⟩   0.76
Net charge   0
2S+1   2
Highest occupied orbital energy (spin up / spin down)   -8.42 / -8.71 eV
Frontier orbital gap (spin up / spin down)   6.62 / 7.09 eV
ΔE to the lowest compared entry with this formula, charge and spin   51.5 kJ/mol

Each line ends with the Löwdin spin population.
Atoms and positions in Å:
Re -1.34343 -1.83268 -0.85303  0.885
O -3.68001 -0.60585 1.39598  0.000
P -3.80185 -2.18372 1.14369  0.004
O -4.50785 -2.88068 2.21028  -0.001
O -2.40038 -2.66051 0.72915  0.057
O -4.59250 -2.14734 -0.29592  -0.001
P -4.21999 -3.05412 -1.55809  0.000
O -4.92277 -2.22771 -2.71976  0.000
O -4.51562 -4.47128 -1.50201  -0.001
O -2.67225 -2.74144 -1.81762  -0.010
H -4.15488 -0.36002 2.19898  0.000
H -5.54838 -1.56923 -2.39812  0.000
C 3.39814 -0.00559 -3.33263  -0.004
C 3.06370 -0.92447 -2.31987  0.010
C 1.75938 -1.27511 -2.10582  -0.002
C 0.71252 -0.72360 -2.88194  0.010
C -0.67166 -1.03793 -2.63845  -0.005
C -1.61274 -0.53200 -3.52020  0.046
C -1.26072 0.31439 -4.58737  -0.003
C 0.04173 0.67610 -4.77248  0.037
C 1.06039 0.16643 -3.93024  0.000
C 2.41694 0.51864 -4.12620  0.009
H 4.43302 0.26990 -3.48964  0.000
H 3.84216 -1.35647 -1.70405  0.001
H 1.51947 -2.00067 -1.33854  0.000
H -2.65701 -0.78799 -3.39148  0.001
H -2.03216 0.68531 -5.24964  -0.001
H 0.32052 1.34607 -5.57758  0.002
H 2.66322 1.20900 -4.92453  0.000
O -0.50432 -0.76986 0.27665  -0.027
Si 0.35251 0.30494 1.31137  -0.002
C 2.15816 -0.10838 1.15520  -0.001
C 3.07878 0.87519 0.79121  0.000
C 4.43901 0.59370 0.75582  0.000
C 4.89124 -0.67708 1.07613  0.000
C 3.98576 -1.66812 1.43858  0.000
C 2.63106 -1.38096 1.48681  0.000
C -0.23153 0.01345 3.04404  0.000
C 0.24148 0.88728 4.02975  0.000
C -0.14125 0.73877 5.35369  0.000
C -0.99679 -0.29534 5.71232  0.000
C -1.45808 -1.18117 4.75006  0.000
C -1.07715 -1.02846 3.42373  0.000
C -0.03886 1.97273 0.59958  -0.001
C 0.30057 2.22006 -0.73559  0.000
C -0.00741 3.43330 -1.32976  0.000
C -0.65241 4.42063 -0.59544  0.000
C -0.99498 4.18958 0.72886  0.000
C -0.69462 2.96979 1.32059  0.000
H 2.73433 1.86808 0.52780  0.000
H 5.14313 1.36713 0.47662  0.000
H 5.95065 -0.89860 1.04823  0.000
H 4.33793 -2.65973 1.69227  0.000
H 1.93427 -2.15648 1.78914  0.000
H 0.91955 1.69334 3.76497  0.000
H 0.22854 1.42448 6.10506  0.000
H -1.29829 -0.41324 6.74526  0.000
H -2.11942 -1.99313 5.02422  0.000
H -1.43330 -1.73165 2.68377  0.000
H 0.80698 1.45797 -1.32017  0.000
H 0.25460 3.60728 -2.36584  0.000
H -0.89214 5.36944 -1.05799  0.000
H -1.50239 4.95645 1.29979  0.000
H -0.98257 2.79118 2.35037  0.000


Values for calculated total energy, eV, ordered as above
-104150.9841, -134189.0002, -60242.9880, -74399.2619